Record 1
Computed, not measured: a molecular structure, C27H26GaN6O4PSTe, with the ωB97M-V functional and the def2-TZVPD basis.

Each line ends with the natural charge from an NBO analysis.
Geometry (Å):
Ga  -0.10  0.30  0.10  1.732
C  -1.68  1.09  -3.93  -0.276
C  -2.84  0.33  -3.94  -0.146
C  -3.02  -0.64  -2.99  -0.233
C  -2.05  -0.86  -2.01  0.395
N  -0.95  -0.07  -1.96  -0.548
C  -0.78  0.86  -2.91  0.073
N  -2.28  -1.94  -1.16  -0.520
C  -1.44  -2.29  -0.25  0.498
N  -0.31  -1.62  0.12  -0.796
C  0.49  -2.42  0.88  0.492
N  1.72  -2.22  1.17  -0.516
C  2.45  -1.16  0.63  0.413
C  3.83  -1.19  0.88  -0.229
C  4.66  -0.26  0.32  -0.147
C  4.12  0.72  -0.51  -0.266
C  2.76  0.74  -0.69  0.073
N  1.93  -0.16  -0.13  -0.584
C  -0.28  -3.65  1.21  -0.007
C  0.02  -4.74  2.00  -0.198
C  -0.94  -5.75  2.09  -0.200
C  -2.14  -5.66  1.39  -0.202
C  -2.43  -4.57  0.58  -0.163
C  -1.48  -3.56  0.51  -0.096
H  -1.48  1.85  -4.67  0.224
H  -3.60  0.51  -4.70  0.220
H  -3.90  -1.28  -2.97  0.235
H  0.12  1.45  -2.83  0.206
H  4.19  -1.98  1.53  0.237
H  5.73  -0.29  0.51  0.221
H  4.74  1.46  -1.00  0.224
H  2.29  1.52  -1.26  0.215
H  0.96  -4.80  2.52  0.233
H  -0.75  -6.61  2.71  0.217
H  -2.86  -6.46  1.48  0.217
H  -3.35  -4.49  0.02  0.231
O  0.19  2.17  -0.39  -0.685
N  -0.62  3.03  0.25  -0.006
C  -0.15  4.29  0.37  0.046
C  -0.90  5.27  0.95  -0.264
C  -2.17  4.94  1.43  -0.150
C  -2.62  3.65  1.33  -0.213
C  -1.83  2.65  0.73  0.066
S  -2.35  1.03  0.61  -0.162
H  0.84  4.44  -0.03  0.231
H  -0.50  6.27  1.03  0.232
H  -2.79  5.70  1.90  0.226
H  -3.58  3.35  1.73  0.245
C  -0.82  -2.39  5.20  -0.631
C  -1.63  -1.34  4.47  -0.066
O  -0.91  -0.84  3.33  -0.840
P  0.00  0.49  3.38  2.036
O  0.48  0.58  1.94  -1.226
Te  -1.07  2.32  4.37  -0.575
O  1.31  0.01  4.18  -0.841
C  1.85  0.63  5.36  -0.063
C  2.88  1.68  4.99  -0.634
H  -1.41  -2.80  6.02  0.209
H  0.09  -1.96  5.61  0.214
H  -0.54  -3.20  4.52  0.212
H  -1.90  -0.51  5.13  0.201
H  -2.55  -1.76  4.08  0.186
H  2.31  -0.18  5.94  0.179
H  1.05  1.07  5.95  0.203
H  3.65  1.25  4.36  0.207
H  3.34  2.07  5.90  0.210
H  2.40  2.50  4.46  0.224

Its molar mass is 758.907 g mol⁻¹. As for the spin multiplicity: 1. The calculation puts the total energy at -125350.31770 eV. The HOMO-LUMO gap is 0.2326 hartree. Its energy relative to the best compared isomer or geometry (same formula, charge and spin) is 0.637 eV. Its total charge is 0. Its HOMO energy is -0.2566 Ha.

=====

Record 2
Computed, not measured: a molecular structure, C27H26N2O3PS4SiTb at a distorted geometry, with the ωB97M-V functional and the def2-TZVPD basis.

Each line ends with the Löwdin charge.
Geometry (Å):
Tb  0.71  0.43  0.15  1.067
C  -0.24  -5.81  3.13  -0.186
Si  -1.41  -4.48  2.46  0.560
C  -1.83  -4.73  0.63  -0.228
C  -3.07  -4.33  3.43  -0.179
C  -0.46  -2.84  2.66  -0.225
C  0.14  -2.73  3.91  -0.095
C  1.04  -1.69  4.22  -0.058
C  1.26  -0.73  3.25  -0.127
N  0.68  -0.78  2.02  -0.200
C  -0.18  -1.80  1.68  -0.726
S  -0.88  -1.73  0.10  0.581
H  -0.57  -6.84  2.87  0.037
H  -0.25  -5.80  4.26  0.040
H  0.80  -5.68  2.84  0.032
H  -2.11  -5.80  0.43  0.045
H  -0.97  -4.53  0.00  0.002
H  -2.60  -4.04  0.38  -0.005
H  -3.28  -5.34  3.87  0.031
H  -3.94  -4.08  2.77  0.034
H  -3.05  -3.60  4.27  0.029
H  -0.10  -3.48  4.65  0.097
H  1.60  -1.69  5.19  0.122
H  1.95  0.06  3.51  0.113
O  4.60  -3.16  -2.15  -0.174
S  5.71  -1.27  -2.37  1.041
O  5.80  -1.08  -3.80  -0.420
N  4.55  -0.34  -1.68  -0.151
C  3.28  -0.72  -1.80  -0.468
O  2.41  -0.14  -1.02  -0.274
C  2.74  -1.75  -2.69  -0.101
C  1.57  -1.58  -3.40  -0.036
C  1.21  -2.47  -4.44  -0.086
C  2.10  -3.50  -4.77  -0.076
C  3.22  -3.83  -3.97  -0.001
C  3.59  -2.95  -2.94  -0.394
H  0.95  -0.69  -3.18  0.111
H  0.36  -2.28  -5.07  0.093
H  1.80  -4.12  -5.60  0.091
H  3.80  -4.74  -4.16  0.115
S  -0.77  1.96  -1.51  0.246
P  -0.59  3.36  -0.02  0.115
S  0.47  2.78  1.58  0.244
C  0.25  4.76  -0.69  -0.406
C  -0.41  5.86  -1.33  -0.064
C  0.31  6.76  -2.15  -0.057
C  1.73  6.60  -2.30  -0.063
C  2.35  5.55  -1.64  -0.073
C  1.62  4.66  -0.86  -0.122
C  -2.27  3.71  0.40  -0.417
C  -2.60  4.96  0.97  -0.083
C  -3.93  5.22  1.26  -0.080
C  -4.95  4.28  0.98  -0.049
C  -4.56  3.01  0.50  -0.065
C  -3.25  2.78  0.19  -0.146
H  -1.50  5.93  -1.32  0.101
H  -0.24  7.52  -2.71  0.105
H  2.27  7.32  -2.90  0.104
H  3.40  5.34  -1.80  0.112
H  2.09  3.84  -0.38  0.061
H  -1.84  5.71  1.19  0.114
H  -4.21  6.20  1.64  0.105
H  -5.99  4.54  1.15  0.101
H  -5.30  2.21  0.33  0.115
H  -3.00  1.79  -0.24  0.072

Its molar mass is 772.769 g mol⁻¹. As for the spin multiplicity: 7. The calculation puts the total energy at -120487.83230 eV. The HOMO-LUMO gap (alpha / beta) is 0.2597 / 0.2702 hartree. Its energy relative to the best compared isomer or geometry (same formula, charge and spin) is 2.005 eV. Its total charge is 0. Its HOMO energy (alpha / beta) is -0.2823 / -0.2823 Ha.

=====

Record 3
Computed, not measured: a single C27H26N4O5 molecule at a distorted geometry, with the ωB97M-V functional and the def2-TZVPD basis.

Each line ends with the natural charge from an NBO analysis.
Geometry (Å):
C  5.95  -5.24  3.02  -0.253
O  6.25  -4.46  1.89  -0.507
C  5.30  -3.60  1.42  0.388
C  5.65  -2.87  0.28  -0.285
C  4.76  -1.97  -0.27  -0.177
C  3.50  -1.80  0.29  -0.249
C  3.15  -2.52  1.42  -0.011
C  1.78  -2.35  2.05  -0.249
N  1.27  -1.00  1.91  -0.610
C  0.21  -0.72  1.14  0.685
O  -0.50  -1.55  0.60  -0.615
C  -0.03  0.79  0.98  0.127
C  -0.25  1.59  2.28  -0.243
N  -1.64  1.97  2.32  -0.430
C  -2.49  1.16  3.18  -0.248
C  -2.48  -0.33  2.92  0.023
C  -3.30  -0.89  1.95  -0.230
C  -3.26  -2.25  1.69  -0.189
C  -2.41  -3.07  2.41  -0.197
C  -1.61  -2.52  3.40  -0.197
C  -1.64  -1.16  3.65  -0.252
C  -2.06  2.13  0.94  -0.219
C  -1.24  1.12  0.10  -0.330
C  -0.54  1.74  -1.09  0.151
C  -1.20  2.23  -2.28  0.034
C  -2.58  2.10  -2.44  -0.227
C  -3.20  2.58  -3.58  -0.164
C  -2.43  3.18  -4.57  0.009
N  -3.08  3.68  -5.75  0.527
O  -4.28  3.56  -5.83  -0.378
O  -2.38  4.19  -6.60  -0.374
C  -1.06  3.31  -4.43  -0.177
C  -0.44  2.84  -3.29  -0.189
N  0.72  1.82  -0.93  -0.064
O  1.12  1.29  0.25  -0.354
C  4.05  -3.41  1.98  -0.332
H  5.10  -5.89  2.84  0.176
H  5.76  -4.61  3.90  0.174
H  6.84  -5.84  3.20  0.202
H  6.63  -3.02  -0.14  0.223
H  5.04  -1.41  -1.15  0.217
H  2.81  -1.10  -0.15  0.222
H  1.06  -3.00  1.55  0.250
H  1.82  -2.61  3.11  0.197
H  1.89  -0.25  2.18  0.403
H  0.04  1.04  3.17  0.214
H  0.36  2.50  2.22  0.217
H  -2.16  1.35  4.21  0.203
H  -3.51  1.55  3.08  0.207
H  -3.97  -0.26  1.39  0.202
H  -3.89  -2.67  0.92  0.214
H  -2.38  -4.13  2.21  0.215
H  -0.95  -3.16  3.98  0.210
H  -1.02  -0.75  4.43  0.207
H  -3.13  1.99  0.85  0.208
H  -1.82  3.15  0.63  0.201
H  -1.80  0.22  -0.16  0.272
H  -3.17  1.63  -1.67  0.220
H  -4.27  2.49  -3.72  0.249
H  -0.49  3.78  -5.22  0.251
H  0.62  2.92  -3.15  0.240
H  3.75  -3.97  2.86  0.212

Its molar mass is 486.528 g mol⁻¹. As for the spin multiplicity: 1. The calculation puts the total energy at -44615.12738 eV. The HOMO-LUMO gap is 0.2871 hartree. The SMILES is COc1cccc(CNC(=O)[C@]23CN(Cc4ccccc4)C[C@H]2C(c2ccc([N+](=O)[O-])cc2)=NO3)c1. Its energy relative to the best compared isomer or geometry (same formula, charge and spin) is 4.472 eV. Its total charge is 0. Its HOMO energy is -0.3169 Ha.

=====

Record 4
Computed, not measured: a molecular structure, C27H27As2F10N3V at a distorted geometry, with the ωB97M-V functional and the def2-TZVPD basis.

Each line ends with the natural charge from an NBO analysis.
Geometry (Å):
V  -0.24  0.50  -0.60  1.288
C  -2.54  1.13  -2.75  -0.401
N  -1.33  1.70  -2.14  -0.491
C  -1.66  2.97  -1.47  -0.218
C  -0.60  3.29  -0.44  -0.237
N  -0.38  2.08  0.37  -0.750
C  -0.02  2.27  1.70  0.036
C  -0.14  1.22  2.62  0.328
F  -0.58  0.02  2.16  -0.317
C  0.17  1.30  3.96  0.279
F  0.02  0.22  4.72  -0.278
C  0.63  2.49  4.49  0.280
F  0.91  2.60  5.78  -0.267
C  0.81  3.55  3.62  0.291
F  1.29  4.70  4.08  -0.270
C  0.52  3.43  2.27  0.309
F  0.83  4.49  1.52  -0.296
C  -0.30  1.88  -3.19  -0.228
C  0.63  0.68  -3.16  -0.231
N  1.20  0.61  -1.82  -0.782
C  2.56  0.58  -1.63  0.039
C  3.10  0.77  -0.34  0.315
F  2.26  1.05  0.67  -0.313
C  4.45  0.76  -0.03  0.281
F  4.81  0.95  1.24  -0.278
C  5.39  0.56  -1.02  0.268
F  6.68  0.53  -0.74  -0.269
C  4.92  0.37  -2.31  0.289
F  5.79  0.16  -3.29  -0.273
C  3.57  0.37  -2.60  0.289
F  3.26  0.13  -3.88  -0.305
H  -2.92  1.79  -3.53  0.212
H  -3.31  1.01  -1.99  0.204
H  -2.32  0.16  -3.19  0.212
H  -2.61  2.84  -0.95  0.208
H  -1.77  3.79  -2.20  0.215
H  -0.96  4.13  0.15  0.231
H  0.34  3.60  -0.91  0.197
H  0.30  2.76  -2.96  0.218
H  -0.76  2.02  -4.17  0.213
H  1.36  0.79  -3.95  0.252
H  0.06  -0.24  -3.37  0.179
C  -3.75  -1.59  -1.12  -0.910
As  -2.37  -0.78  0.03  0.891
C  -3.54  0.14  1.29  -0.906
C  -1.90  -2.41  0.97  -0.341
C  -2.88  -3.15  1.63  -0.144
C  -2.59  -4.38  2.19  -0.200
C  -1.31  -4.90  2.08  -0.179
C  -0.32  -4.16  1.45  -0.197
C  -0.60  -2.91  0.90  -0.331
As  0.82  -1.84  0.10  0.939
C  1.50  -3.10  -1.23  -0.915
C  2.21  -2.06  1.45  -0.907
H  -4.42  -2.16  -0.48  0.241
H  -3.28  -2.26  -1.83  0.242
H  -4.33  -0.84  -1.66  0.235
H  -4.27  -0.56  1.69  0.239
H  -4.08  0.94  0.78  0.238
H  -2.96  0.56  2.10  0.248
H  -3.89  -2.76  1.70  0.203
H  -3.36  -4.94  2.70  0.231
H  -1.07  -5.87  2.50  0.232
H  0.68  -4.58  1.38  0.215
H  1.85  -4.00  -0.73  0.239
H  2.32  -2.66  -1.79  0.245
H  0.71  -3.37  -1.93  0.239
H  2.23  -3.10  1.77  0.235
H  2.02  -1.43  2.31  0.247
H  3.18  -1.81  1.02  0.242

Its molar mass is 784.302 g mol⁻¹. As for the spin multiplicity: 3. The calculation puts the total energy at -207439.76346 eV. The HOMO-LUMO gap (alpha / beta) is 0.2638 / 0.2837 hartree. Its energy relative to the best compared isomer or geometry (same formula, charge and spin) is 0.781 eV. Its total charge is +1. Its HOMO energy (alpha / beta) is -0.3877 / -0.3938 Ha.